The following is a DFT calculation (wB97M-V/def2-TZVPD) of a cluster of 3 separate species, C4H15NO2 in total at a distorted geometry.

As for the gap between HOMO and LUMO: 0.3976 hartree. As for the SMILES: CCCCN.O.O. The calculation puts the lowest unoccupied orbital energy at 0.9 eV. The calculation puts the energy at -366.63917 Eh. The HOMO energy is -9.911 eV. As for the spin multiplicity: 1. The value obtained for the energy above the lowest of the compared OMol25 structures with the same formula, charge and spin is 7.5 kcal/mol. The charge is 0.

```
22
Properties=species:S:1:pos:R:3:forces:R:3
C -1.811 0.558 0.077 -0.52 -0.60 0.49
C -0.906 0.961 1.232 0.66 0.73 -0.41
C 0.363 1.687 0.754 -0.22 0.27 -0.88
C 1.223 0.933 -0.252 0.53 -0.22 -0.47
N 1.631 -0.402 0.240 0.30 0.35 0.12
H -2.661 -0.002 0.474 -0.05 -0.12 0.05
H -1.336 -0.108 -0.644 0.06 0.30 -0.12
H -2.274 1.424 -0.396 0.37 0.08 -0.27
H -1.468 1.687 1.833 0.17 -0.39 0.31
H -0.567 0.116 1.838 -0.46 -0.01 0.04
H 0.079 2.599 0.208 -0.09 0.02 0.30
H 0.986 2.016 1.588 -0.04 -0.11 0.16
H 2.100 1.556 -0.508 -0.10 -0.08 0.31
H 0.752 0.796 -1.234 -0.36 -0.08 0.39
H 2.230 -0.253 1.052 -0.06 -0.19 -0.10
H 2.214 -0.854 -0.465 -0.17 0.05 0.13
O -0.211 -2.559 0.259 -0.30 -0.03 0.03
H -1.034 -2.423 0.746 0.23 -0.01 -0.08
H 0.386 -1.822 0.508 -0.02 0.13 -0.11
O 0.250 -1.654 -2.578 0.18 0.56 -0.21
H -0.122 -1.762 -1.694 -0.01 -0.52 0.12
H 0.177 -2.494 -3.034 -0.11 -0.13 0.21
```
Forces are in eV/Å.

Mulliken atomic charge list, values in e, 6 entries: -1.011, -0.231, -0.697, -0.723, -0.551, 0.308

=====

The following is a DFT calculation (wB97M-V/def2-TZVPD) of a structure of composition C62H140F18N10O19S6 at a distorted geometry.

As for the gap between HOMO and LUMO: 0.3147 hartree. The calculation puts the lowest unoccupied orbital energy at -6.3 eV. The calculation puts the energy at -8608.35992 Eh. The HOMO energy is -14.857 eV. As for the spin multiplicity: 1. The charge is +4.

```
255
Properties=species:S:1:pos:R:3:forces:R:3
C -22.827 8.135 18.491 -0.70 -0.64 0.23
C -21.676 8.386 19.482 -0.55 1.15 -0.59
N -22.148 8.657 20.992 -0.64 -1.58 -0.91
C -22.619 7.235 21.411 -1.20 1.33 0.53
C -20.988 9.103 21.919 -0.92 0.50 -0.02
C -21.301 9.321 23.484 -0.70 -1.05 -1.78
C -23.368 9.668 21.015 1.04 1.26 0.34
C -23.002 11.184 20.621 1.64 -3.28 0.01
O -22.644 11.059 19.230 -0.80 1.66 1.26
C -22.023 12.236 18.683 -1.07 0.21 -0.84
H -23.121 7.091 18.602 -0.37 0.04 -0.06
H -22.563 8.240 17.439 0.83 0.11 0.17
H -23.729 8.746 18.531 0.24 0.08 0.48
H -21.103 9.244 19.130 0.10 -0.07 0.51
H -21.107 7.459 19.408 0.40 0.29 0.86
H -21.934 6.402 21.255 0.60 0.66 -0.10
H -23.507 6.991 20.828 -0.14 0.10 0.06
H -22.885 7.322 22.464 -0.08 -0.30 -0.10
H -20.723 10.047 21.442 0.56 -0.09 0.35
H -20.223 8.347 21.742 0.11 0.20 0.13
H -22.200 9.926 23.607 0.34 0.42 0.00
H -20.456 9.717 24.046 0.00 0.26 -0.47
H -21.575 8.378 23.957 0.18 -0.25 -0.09
H -23.753 9.677 22.035 0.12 -0.28 0.05
H -24.170 9.338 20.355 0.36 -0.38 0.04
H -22.115 11.505 21.167 0.33 -0.03 0.16
H -23.757 11.836 21.060 -0.75 0.21 -1.22
H -22.517 13.174 18.936 -0.01 -0.05 0.91
H -22.288 12.228 17.625 0.73 -0.46 -0.21
H -20.951 12.300 18.873 -0.04 -0.18 0.00
C -23.732 0.779 15.766 0.26 0.26 0.43
C -23.717 -0.729 15.872 -1.32 0.71 0.17
N -24.771 -1.297 16.899 0.90 -0.94 -0.85
C -26.219 -0.918 16.503 1.70 -0.20 0.23
C -24.672 -2.893 16.766 0.62 -0.24 0.72
C -24.855 -3.547 15.396 -0.04 1.63 -0.20
C -24.370 -0.816 18.364 -0.15 -1.05 -3.36
C -25.357 -1.313 19.345 0.76 0.36 3.44
O -24.471 -1.258 20.522 0.38 0.43 -0.61
C -24.824 -1.967 21.682 -0.83 -1.46 -0.27
H -23.105 1.001 14.902 -0.08 0.22 -0.02
H -23.294 1.290 16.623 -0.05 -0.02 -0.02
H -24.729 1.184 15.591 0.06 -0.02 -0.08
H -22.704 -1.067 16.089 -0.34 -0.47 0.30
H -24.022 -1.020 14.866 -0.03 -0.84 0.32
H -26.200 -0.790 15.421 -0.36 -0.13 0.13
H -26.490 0.021 16.985 -0.04 -0.19 0.01
H -26.814 -1.774 16.821 -0.30 0.41 -0.12
H -25.312 -3.382 17.501 -0.55 0.63 -0.08
H -23.699 -3.256 17.096 0.43 0.90 0.20
H -24.030 -3.268 14.740 0.07 -0.21 0.01
H -25.750 -3.160 14.910 -0.23 -0.54 -0.06
H -24.850 -4.632 15.506 -0.25 0.16 0.06
H -24.233 0.265 18.362 -0.28 -0.12 -0.13
H -23.398 -1.299 18.460 -0.15 0.05 0.50
H -25.781 -2.309 19.214 0.33 -0.16 -0.21
H -26.177 -0.644 19.604 -0.17 0.23 -0.66
H -25.139 -1.375 22.542 -0.40 0.26 -0.33
H -24.039 -2.628 22.048 0.55 0.21 -0.28
H -25.576 -2.683 21.351 -0.50 0.01 0.77
C -19.087 6.161 24.165 0.38 1.33 0.01
C -18.352 7.180 25.107 0.06 -0.64 0.65
N -17.389 6.495 26.172 -0.16 -0.62 -0.60
C -16.197 5.845 25.381 -1.27 -0.17 1.38
C -16.802 7.566 27.110 -0.62 0.45 -0.76
C -15.921 7.101 28.221 0.22 -0.82 0.09
C -18.163 5.383 26.924 -0.05 0.09 0.36
C -19.120 5.806 28.063 -0.33 0.18 -0.96
O -20.084 6.691 27.569 0.67 0.74 -1.39
C -21.209 6.985 28.337 -0.78 0.35 0.09
H -20.036 5.808 24.568 0.42 -0.52 0.46
H -18.423 5.411 23.735 -0.17 -0.30 0.48
H -19.442 6.671 23.270 0.26 0.57 -0.01
H -19.050 7.776 25.695 -0.16 -0.42 0.10
H -17.734 7.933 24.619 0.25 -0.45 -0.38
H -15.528 5.396 26.115 0.18 0.48 0.07
H -15.723 6.620 24.778 -0.11 -0.26 0.01
H -16.582 4.980 24.842 -0.10 0.45 -0.40
H -17.595 8.124 27.607 -0.52 -0.11 -0.81
H -16.237 8.224 26.449 -0.30 0.17 -0.05
H -16.144 7.738 29.077 0.48 -0.09 0.04
H -14.870 7.137 27.936 -0.05 -0.09 0.36
H -16.205 6.085 28.492 0.33 -0.05 0.29
H -17.474 4.689 27.407 0.50 0.28 -0.18
H -18.679 4.762 26.192 -0.03 0.38 -0.22
H -18.545 6.206 28.898 -0.14 0.06 0.27
H -19.696 4.926 28.348 0.56 -0.55 0.45
H -21.952 7.480 27.711 0.32 0.12 -0.36
H -20.982 7.704 29.125 0.02 -0.39 0.46
H -21.737 6.085 28.650 0.28 -0.20 0.60
C -21.053 -1.279 23.021 -0.72 -0.37 0.05
C -20.696 -0.420 24.253 -1.30 -0.64 0.16
N -21.853 0.572 24.670 0.86 1.67 -0.32
C -21.894 1.592 23.530 0.25 -0.01 0.58
C -23.268 -0.019 24.766 0.30 -1.28 1.08
C -23.363 -1.259 25.718 0.04 0.78 -0.88
C -21.511 1.237 26.046 0.89 0.13 0.07
C -20.474 2.407 26.090 0.00 -0.06 -2.28
O -19.153 2.101 25.658 0.98 -0.06 1.98
C -18.352 1.713 26.825 -0.27 -1.42 -1.05
H -22.002 -1.808 23.100 -0.31 0.30 0.43
H -20.406 -2.139 22.850 0.68 0.40 0.35
H -21.126 -0.751 22.070 0.32 0.28 0.18
H -19.778 0.139 24.069 -0.34 0.35 0.27
H -20.585 -1.013 25.161 0.23 -0.27 -0.28
H -22.578 2.422 23.708 -0.45 -0.57 0.07
H -22.124 0.991 22.650 -0.12 0.54 -0.01
H -20.924 2.080 23.441 0.18 -0.44 -0.08
H -23.613 -0.217 23.751 0.15 -0.10 0.14
H -23.907 0.741 25.216 0.20 0.37 -0.37
H -24.389 -1.626 25.720 -0.13 0.09 -0.18
H -23.140 -0.953 26.740 0.22 -0.18 -0.01
H -22.739 -2.091 25.388 0.09 0.08 0.17
H -21.161 0.436 26.698 -0.13 -0.15 -0.12
H -22.413 1.655 26.494 -0.24 -0.17 -0.37
H -20.411 2.911 27.054 -0.59 -0.32 0.25
H -20.755 3.146 25.340 -0.55 0.13 0.38
H -18.773 0.768 27.168 0.13 -0.15 0.28
H -18.329 2.365 27.699 -0.37 0.67 -0.35
H -17.328 1.498 26.522 -0.14 0.22 -0.26
C -25.315 1.832 28.473 -0.80 0.43 -0.69
C -26.621 2.388 29.096 -1.05 -0.56 -0.78
N -27.992 2.125 28.326 1.19 -1.17 1.68
C -28.116 0.561 28.167 -1.09 0.87 -0.85
C -29.124 2.577 29.322 -0.07 0.85 -0.69
C -29.240 4.122 29.600 -0.19 -0.78 0.64
C -27.895 2.867 26.985 -1.54 -2.06 -0.18
C -29.228 2.686 26.196 0.53 0.38 -0.61
O -30.287 3.464 26.700 0.86 -0.43 1.00
C -31.554 2.897 26.568 -1.14 0.72 -0.63
H -25.130 0.758 28.473 -0.50 -0.05 0.54
H -24.463 2.329 28.938 -0.15 0.01 0.13
H -25.305 2.104 27.418 0.22 0.21 -0.12
H -26.653 3.477 29.070 0.60 -0.06 0.63
H -26.842 1.951 30.070 0.34 0.41 0.11
H -27.639 0.203 27.255 0.26 0.34 0.01
H -29.178 0.350 28.046 0.03 0.06 -0.04
H -27.787 -0.062 28.999 0.34 0.82 0.34
H -29.011 1.965 30.217 0.64 0.36 0.18
H -30.081 2.194 28.967 0.18 0.25 -0.71
H -29.434 4.778 28.752 0.43 -0.42 -0.36
H -28.494 4.535 30.280 0.56 -0.19 -0.43
H -30.123 4.295 30.215 -0.37 -0.53 -0.01
H -27.165 2.245 26.466 0.11 0.43 -0.29
H -27.492 3.870 27.119 -0.48 -0.11 0.14
H -29.458 1.630 26.052 -0.16 -0.27 0.91
H -29.125 2.940 25.141 0.78 0.57 -0.23
H -32.233 3.641 26.984 -0.13 -0.16 -0.03
H -31.790 1.937 27.029 0.71 -0.20 0.42
H -31.804 2.789 25.513 -0.11 -0.04 -0.31
C -26.975 8.003 22.807 -0.41 0.12 1.49
C -27.098 7.591 24.287 -0.73 -0.33 0.28
N -28.435 7.930 25.038 -1.35 1.24 -0.93
C -28.541 9.440 25.285 1.09 -0.16 -0.48
C -29.685 7.682 24.130 0.37 -2.72 0.05
C -29.776 6.170 23.640 0.37 1.20 0.19
C -28.507 7.194 26.406 -0.35 1.18 -0.72
C -29.715 7.583 27.254 0.99 0.10 2.60
O -30.741 6.723 27.056 -2.19 -1.62 -2.33
C -31.984 6.814 27.757 0.87 0.06 0.15
H -25.978 7.689 22.494 -0.22 -0.30 -0.19
H -27.037 9.080 22.649 -0.28 -0.06 -0.18
H -27.758 7.422 22.320 0.47 0.41 -0.73
H -26.318 7.965 24.950 0.04 0.03 -0.08
H -27.081 6.502 24.247 0.15 -0.04 0.43
H -27.733 9.774 25.936 -0.18 -0.24 0.36
H -29.520 9.757 25.644 0.21 -0.37 0.02
H -28.339 9.949 24.342 -0.22 -0.23 -0.12
H -29.652 8.289 23.224 0.41 0.33 0.39
H -30.583 7.934 24.694 0.32 0.07 0.22
H -30.813 5.958 23.377 0.04 0.07 0.04
H -29.430 5.419 24.350 -0.16 0.22 0.31
H -29.152 6.031 22.758 -0.10 -0.01 -0.06
H -27.587 7.506 26.901 -0.05 -0.10 0.04
H -28.519 6.113 26.267 0.05 0.15 -0.29
H -29.922 8.642 27.414 -0.41 0.40 -1.16
H -29.502 7.373 28.302 1.42 0.01 0.54
H -31.796 6.937 28.824 -0.04 0.41 0.18
H -32.470 5.841 27.673 -0.01 0.18 -0.37
H -32.600 7.612 27.344 -0.09 -0.01 0.20
C -33.752 0.178 22.453 0.08 -0.04 1.16
C -32.545 1.120 22.292 0.00 -0.88 -0.31
N -31.821 1.090 20.910 -0.27 2.13 -0.04
C -32.711 1.812 19.940 0.35 0.57 -0.70
C -30.478 1.936 21.057 -1.23 0.13 0.78
C -30.692 3.447 21.590 0.36 -2.16 -0.34
C -31.586 -0.337 20.466 -1.72 -0.28 1.48
C -30.477 -0.649 19.525 0.46 0.05 -0.25
O -29.234 -0.405 20.109 0.70 0.66 -0.65
C -28.677 -1.443 20.862 0.05 -0.83 0.86
H -34.597 0.206 21.765 0.53 -0.01 -0.48
H -34.236 0.434 23.396 0.04 0.65 0.15
H -33.461 -0.829 22.753 0.15 -0.27 -0.91
H -31.766 0.826 22.995 0.00 -0.11 0.05
H -32.839 2.134 22.562 0.21 0.11 -0.66
H -32.945 2.800 20.338 -0.53 -0.46 0.19
H -33.574 1.224 19.629 -0.06 0.07 0.60
H -32.200 2.074 19.014 0.50 -0.47 0.02
H -30.003 1.875 20.078 -0.21 0.41 0.06
H -29.871 1.303 21.704 -0.01 0.40 0.17
H -29.781 3.955 21.275 -0.34 0.39 -0.35
H -30.717 3.558 22.674 0.04 -0.59 0.11
H -31.642 3.854 21.243 0.53 0.37 -0.40
H -32.535 -0.693 20.067 -0.07 0.20 -0.29
H -31.581 -0.836 21.436 0.92 -0.58 -0.21
H -30.567 -0.073 18.604 0.11 0.44 0.05
H -30.541 -1.673 19.157 -0.31 -0.34 0.35
H -27.715 -1.111 21.251 -0.05 0.06 -0.10
H -28.547 -2.379 20.320 0.11 0.00 -0.49
H -29.272 -1.724 21.731 -0.18 0.13 -0.09
C -28.719 7.387 19.140 1.92 0.93 -1.49
F -29.477 7.161 18.021 0.30 0.37 2.33
F -28.877 8.647 19.649 -0.18 -1.22 -1.15
F -28.908 6.568 20.145 -1.15 -0.66 -0.06
S -26.895 7.137 18.546 0.29 0.75 0.51
O -26.751 7.932 17.359 -0.15 -0.44 0.52
O -26.085 7.547 19.745 -1.72 -0.99 -2.32
N -26.889 5.466 18.097 0.12 3.18 0.62
S -26.053 4.844 19.256 0.23 -2.96 4.07
O -24.659 5.232 19.355 -0.27 -0.24 -0.24
O -26.815 4.781 20.549 1.37 -0.10 -2.41
C -25.966 2.936 18.754 2.47 4.21 1.93
F -25.065 2.795 17.757 -0.94 -0.75 0.17
F -25.562 2.236 19.821 0.45 -0.20 -0.35
F -27.158 2.603 18.509 -2.72 -1.76 -1.81
C -27.291 -5.529 21.731 -0.10 0.42 0.51
F -26.821 -6.768 21.876 -0.20 1.16 -0.64
F -26.558 -4.847 20.729 -1.40 -1.17 1.88
F -28.597 -5.578 21.378 1.58 0.25 0.07
S -27.128 -4.758 23.580 0.87 -0.88 0.25
O -27.452 -5.910 24.446 -0.30 2.73 -2.02
O -25.750 -4.261 23.752 -2.06 -0.25 -0.82
N -28.270 -3.406 23.405 1.97 -2.51 -0.10
S -28.197 -2.633 24.752 -0.05 1.65 3.06
O -28.641 -3.353 25.932 0.17 0.40 -0.98
O -27.046 -1.759 24.997 -0.34 -0.44 -0.60
C -29.540 -1.314 24.518 0.55 -1.74 1.01
F -30.685 -1.960 24.272 -0.15 0.91 -0.32
F -29.694 -0.568 25.643 -0.08 -0.59 -0.10
F -29.229 -0.439 23.585 -0.35 0.55 -1.03
C -24.667 5.370 26.620 2.24 -1.36 -1.55
F -24.144 6.540 26.782 0.88 1.98 0.00
F -24.130 4.599 27.592 -1.14 -0.23 -0.21
F -25.958 5.522 26.675 -1.17 -0.80 0.40
S -24.036 4.697 24.883 1.20 1.07 1.39
O -24.236 5.827 23.962 -0.54 -1.85 1.41
O -22.601 4.419 25.121 -2.46 -0.43 -0.12
N -25.053 3.295 24.811 4.36 2.35 4.27
S -25.743 3.469 23.503 -2.88 -1.24 -7.43
O -26.887 4.373 23.532 0.73 -0.83 0.22
O -24.799 3.537 22.364 -1.52 0.01 1.99
C -26.494 1.640 23.264 -0.62 1.62 1.02
F -26.729 0.930 24.413 0.52 0.88 -1.00
F -27.704 1.827 22.675 1.07 -0.54 0.05
F -25.651 0.972 22.501 -0.57 -0.18 0.03
```
Forces are in eV/Å.

Mulliken atomic charge list, values in e, 6 entries: -0.901, -0.664, 0.925, -0.823, -0.861, -1.087

=====

The following is a DFT calculation (wB97M-V/def2-TZVPD) of the molecule C3H3N3 at a distorted geometry.

As for the gap between HOMO and LUMO: 0.3677 hartree. As for the SMILES: CN=C=NC#N. The calculation puts the lowest unoccupied orbital energy at 0.3 eV. The calculation puts the energy at -280.30072 Eh. The HOMO energy is -9.703 eV. As for the spin multiplicity: 1. The value obtained for the energy above the lowest of the compared OMol25 structures with the same formula, charge and spin is 50.2 kcal/mol. The charge is 0.

```
9
Properties=species:S:1:pos:R:3:forces:R:3
C 1.925 -0.337 0.188 -2.87 0.88 -1.11
N 0.564 0.120 -0.247 -2.47 1.44 1.20
C -0.556 0.542 -0.302 1.37 -1.17 -0.05
N -1.741 0.914 -0.552 2.85 0.84 -0.15
C -2.784 0.308 -0.067 1.08 0.45 -0.60
N -3.744 -0.212 0.225 -2.64 -1.34 1.06
H 2.360 0.092 1.079 -0.09 1.02 -0.18
H 2.293 -0.093 -0.798 2.05 -0.90 0.37
H 1.683 -1.334 0.473 0.71 -1.21 -0.54
```
Forces are in eV/Å.

Mulliken atomic charge list, values in e, 6 entries: -0.598, -0.215, 0.517, -0.541, 0.401, -0.425